# 1
Here is a cluster of 8 separate species, C50H117F3N6O9S in total in a non-equilibrium geometry from the OMol25 dataset. Energies are from the ωB97M-V functional and the def2-TZVPD basis.

Structure (XYZ):
```
186
Properties=species:S:1:pos:R:3:mulliken_charge:R:1
C 0.414 0.542 0.110 -0.17
C -0.132 -0.403 1.211 0.35
O -0.678 0.307 2.327 -0.82
H -0.364 1.167 -0.327 -0.07
H 0.772 -0.119 -0.680 -0.48
H 1.184 1.224 0.470 0.39
H 0.758 -0.964 1.495 -0.13
H -0.771 -1.099 0.666 -0.17
C 4.952 -6.329 -6.646 -1.37
C 4.000 -5.210 -6.950 -0.49
C 4.060 -3.998 -6.053 -0.33
C 3.090 -2.876 -6.411 -1.20
N 3.099 -1.694 -5.422 0.46
C 2.220 -0.593 -6.099 -0.85
C 1.808 0.230 -4.851 -0.54
C 1.414 -0.769 -3.849 1.42
C 2.346 -1.944 -4.097 -0.68
C 4.519 -1.129 -5.150 -0.98
H 5.087 -6.773 -5.660 0.35
H 5.931 -5.856 -6.723 0.35
H 4.825 -7.167 -7.332 0.35
H 2.967 -5.557 -6.931 0.39
H 4.187 -4.919 -7.984 0.30
H 5.032 -3.581 -6.313 0.36
H 4.070 -4.285 -5.001 0.30
H 2.059 -3.203 -6.545 0.47
H 3.333 -2.484 -7.399 0.52
H 2.767 -0.043 -6.865 0.42
H 1.445 -1.201 -6.565 0.43
H 2.680 0.817 -4.561 0.33
H 0.992 0.929 -5.037 0.34
H 1.458 -0.391 -2.827 -1.01
H 0.413 -1.198 -3.897 0.11
H 3.066 -2.022 -3.283 0.15
H 1.774 -2.868 -4.191 0.16
H 4.417 -0.196 -4.595 0.42
H 4.953 -0.979 -6.139 0.36
H 5.122 -1.808 -4.547 0.36
C -7.532 -1.111 2.714 -0.95
C -7.740 -2.126 1.664 -0.74
C -6.605 -1.941 0.641 -0.26
C -5.357 -2.629 1.109 -0.40
N -4.120 -2.318 0.198 0.48
C -4.392 -2.591 -1.321 -0.79
C -3.024 -3.023 -1.843 -0.59
C -2.217 -3.541 -0.720 0.66
C -3.040 -3.451 0.548 -0.64
C -3.728 -0.804 0.421 -0.44
H -7.233 -0.095 2.454 0.31
H -6.801 -1.486 3.430 0.08
H -8.471 -1.018 3.259 0.41
H -8.714 -2.011 1.188 0.38
H -7.752 -3.136 2.073 0.37
H -6.504 -0.859 0.556 0.20
H -6.984 -2.456 -0.242 0.36
H -5.522 -3.707 1.098 0.50
H -5.147 -2.329 2.136 -0.15
H -4.860 -1.712 -1.763 0.55
H -4.942 -3.526 -1.428 0.38
H -2.537 -2.162 -2.300 -0.28
H -3.253 -3.741 -2.631 0.64
H -1.408 -2.826 -0.574 -0.74
H -1.736 -4.494 -0.942 0.55
H -2.517 -3.018 1.401 0.09
H -3.620 -4.355 0.737 0.64
H -4.510 -0.127 0.078 0.44
H -2.897 -0.633 -0.264 0.08
H -3.327 -0.683 1.427 -0.20
C 7.652 -3.732 1.201 -1.15
C 7.061 -2.560 1.916 -0.64
C 5.543 -2.583 1.649 -0.40
C 4.817 -3.952 1.837 -0.78
N 3.316 -3.908 1.374 0.46
C 2.646 -5.286 1.426 -0.66
C 1.606 -5.437 0.329 -0.53
C 1.803 -4.278 -0.537 0.43
C 3.103 -3.488 -0.056 -1.29
C 2.513 -2.969 2.343 -1.75
H 7.164 -3.840 0.232 0.31
H 7.411 -4.648 1.740 0.28
H 8.729 -3.594 1.109 0.39
H 7.531 -1.614 1.647 0.42
H 7.371 -2.538 2.961 0.39
H 5.334 -2.269 0.627 0.29
H 5.052 -1.952 2.391 0.31
H 4.762 -4.239 2.887 0.30
H 5.267 -4.831 1.375 0.58
H 2.174 -5.543 2.374 0.33
H 3.395 -6.057 1.246 0.42
H 0.655 -5.276 0.836 0.15
H 1.683 -6.433 -0.108 0.46
H 1.029 -3.513 -0.475 -0.70
H 1.997 -4.537 -1.577 0.59
H 3.201 -2.415 -0.223 0.62
H 3.953 -3.938 -0.568 0.47
H 1.489 -3.034 1.975 0.77
H 2.905 -1.976 2.121 0.71
H 2.717 -3.132 3.401 0.29
C -4.280 -2.728 5.462 -0.92
O -4.149 -1.586 4.615 -0.08
C -3.688 -0.341 5.123 -0.50
C -2.204 -0.456 5.653 -0.37
N -1.241 -1.232 4.735 0.81
H -1.553 -2.174 4.548 0.54
H -1.219 -0.809 3.818 -0.57
C 0.267 -1.360 4.969 0.25
C 0.541 -2.147 6.271 -0.79
O 0.007 -1.456 7.435 -0.33
C -0.041 -2.428 8.522 -0.78
H -4.775 -3.534 4.920 0.26
H -4.877 -2.534 6.353 0.36
H -3.319 -3.069 5.849 0.34
H -4.223 0.138 5.942 0.42
H -3.715 0.286 4.232 0.08
H -2.154 -0.998 6.597 0.50
H -1.744 0.530 5.718 -0.05
H 0.523 -0.304 5.056 0.29
H 0.783 -1.743 4.089 -0.36
H 1.590 -2.444 6.273 0.53
H 0.064 -3.124 6.192 0.40
H -0.751 -2.077 9.271 0.29
H 0.871 -2.492 9.114 0.33
H -0.277 -3.440 8.193 0.33
C -1.848 7.124 1.049 -0.92
O -1.438 5.733 1.283 -0.29
C -0.533 5.500 2.358 -0.77
C -0.316 3.968 2.448 -0.22
N -1.646 3.205 2.724 0.69
H -2.240 3.388 1.928 0.41
H -1.532 2.207 2.615 -0.42
C -2.534 3.622 3.910 -0.70
C -1.795 3.870 5.210 -0.85
O -0.747 2.927 5.493 -0.09
C -0.095 3.313 6.746 -0.98
H -2.172 7.227 0.014 0.20
H -1.076 7.871 1.235 0.41
H -2.685 7.301 1.724 0.36
H -0.891 5.977 3.270 0.39
H 0.433 6.004 2.306 0.56
H 0.366 3.646 3.235 0.39
H -0.048 3.523 1.490 0.07
H -3.249 2.810 4.043 0.55
H -3.094 4.519 3.645 0.34
H -2.584 4.000 5.951 0.53
H -1.269 4.825 5.189 0.50
H 0.804 2.740 6.971 0.29
H -0.798 3.200 7.571 0.37
H 0.262 4.343 6.734 0.38
C 1.334 8.128 -1.496 -1.33
C 1.617 6.568 -1.718 -0.24
N 0.971 5.898 -3.015 0.61
C 1.580 6.622 -4.222 -1.00
C 1.385 4.366 -3.159 -0.85
C 1.189 3.457 -1.930 -0.69
C -0.569 6.045 -2.937 -0.46
C -1.508 5.523 -4.045 0.05
O -1.038 6.082 -5.267 -0.38
C -1.204 5.215 -6.354 -0.65
H 1.813 8.527 -0.601 0.45
H 0.279 8.369 -1.365 0.30
H 1.664 8.773 -2.310 0.37
H 1.234 6.201 -0.766 0.10
H 2.698 6.532 -1.588 0.44
H 1.329 6.164 -5.179 0.27
H 2.624 6.930 -4.181 0.32
H 1.024 7.558 -4.152 0.47
H 2.459 4.413 -3.341 0.44
H 0.897 3.988 -4.057 0.46
H 1.926 3.552 -1.133 0.68
H 1.392 2.444 -2.277 -0.06
H 0.154 3.280 -1.637 0.11
H -0.892 7.082 -2.839 0.59
H -0.840 5.525 -2.018 0.10
H -2.576 5.689 -3.900 0.55
H -1.418 4.438 -3.998 -0.53
H -0.830 4.217 -6.127 0.14
H -0.539 5.558 -7.147 0.33
H -2.222 5.054 -6.709 0.37
C -1.916 1.322 -3.641 0.48
F -0.911 2.167 -3.782 -0.29
F -2.415 1.302 -4.816 -0.21
F -1.572 0.131 -3.191 -0.02
S -3.100 2.192 -2.448 0.88
O -4.390 1.520 -2.376 -0.68
O -2.407 2.350 -1.175 -0.47
O -3.589 3.414 -3.108 -0.64
```

Results
- total energy (a.u.) = -3677.1682
- frontier orbital gap (eV) = 7.29
- net charge = +4
- energy above the lowest of the compared OMol25 structures with the same formula, charge and spin (kJ/mol) = 675.8

# 2
Here is a cluster of 7 separate species, C45H99N5O7 in total in a non-equilibrium geometry from the OMol25 dataset. Energies are from the ωB97M-V functional and the def2-TZVPD basis.

Structure (XYZ):
```
156
Properties=species:S:1:pos:R:3:mulliken_charge:R:1
C -0.104 0.114 -4.285 -1.03
C -0.885 -1.030 -4.939 2.26
C -0.463 -2.329 -4.317 -2.16
C -2.380 -0.948 -4.651 -1.54
C -3.117 0.289 -5.283 0.23
C -2.969 0.252 -6.795 -1.96
C -1.506 0.024 -7.258 1.73
C -1.593 -0.359 -8.795 -1.66
C -0.751 1.354 -7.098 -1.45
N -0.842 -1.017 -6.442 0.21
O 0.473 -1.194 -6.934 -0.45
H 0.594 0.670 -4.910 0.21
H -0.773 0.934 -4.025 -0.01
H 0.383 -0.260 -3.384 0.19
H -0.921 -3.148 -4.872 0.48
H 0.620 -2.422 -4.234 0.44
H -0.910 -2.441 -3.329 0.29
H -2.800 -1.741 -5.270 0.63
H -2.651 -1.045 -3.600 0.14
H -4.145 0.355 -4.928 0.60
H -2.638 1.209 -4.947 -0.47
H -3.446 1.195 -7.059 0.45
H -3.779 -0.399 -7.125 0.39
H -0.575 -0.652 -9.052 0.49
H -1.751 0.417 -9.545 0.34
H -2.287 -1.170 -9.017 0.35
H -1.225 1.895 -6.278 0.16
H -0.850 2.030 -7.947 0.39
H 0.336 1.391 -7.038 0.28
H 0.407 -1.727 -7.730 0.38
C 4.080 0.249 6.937 -1.86
C 3.959 0.391 5.421 1.76
C 5.259 -0.215 4.735 -1.73
C 2.837 -0.500 4.750 -1.20
C 1.429 0.149 4.764 -0.87
C 1.590 1.505 3.980 -0.34
C 2.538 2.495 4.664 1.87
C 2.861 3.680 3.778 -1.91
C 1.886 2.988 5.912 -2.13
N 3.903 1.821 4.920 0.17
O 4.959 2.559 5.329 -0.48
H 3.228 0.550 7.546 0.28
H 4.142 -0.821 7.137 0.45
H 4.987 0.698 7.340 0.54
H 5.462 0.235 3.764 0.35
H 6.129 -0.105 5.384 0.38
H 5.193 -1.289 4.562 0.30
H 3.075 -0.726 3.710 0.29
H 2.780 -1.467 5.251 0.70
H 0.598 -0.438 4.374 0.01
H 1.056 0.231 5.784 0.55
H 0.563 1.870 3.948 0.56
H 1.985 1.380 2.972 -0.23
H 3.299 3.218 2.893 0.36
H 3.339 4.527 4.271 0.42
H 1.931 4.107 3.402 0.37
H 2.304 3.853 6.426 0.47
H 1.795 2.247 6.707 0.31
H 0.897 3.445 5.864 0.41
H 4.797 2.596 6.274 0.38
C -0.567 -4.602 1.479 -1.14
C 0.492 -3.634 1.998 1.38
C -0.122 -2.260 2.416 -0.29
C 1.038 -4.256 3.362 -1.15
C 2.049 -5.368 3.276 -0.76
C 3.152 -4.896 2.393 -1.30
C 2.702 -4.474 0.897 1.30
C 3.972 -3.714 0.287 -1.69
C 2.386 -5.745 0.037 -1.58
N 1.571 -3.503 1.009 0.25
O 1.187 -2.812 -0.142 0.24
H -1.363 -4.817 2.192 0.20
H -1.032 -4.275 0.549 0.04
H -0.032 -5.527 1.262 0.43
H -0.630 -1.885 1.527 -0.52
H -0.809 -2.403 3.250 0.71
H 0.510 -1.402 2.647 -0.70
H 1.445 -3.532 4.069 0.09
H 0.117 -4.571 3.852 0.62
H 2.484 -5.476 4.269 0.40
H 1.523 -6.280 2.994 0.41
H 3.732 -5.787 2.155 0.42
H 3.790 -4.207 2.947 0.39
H 4.834 -4.378 0.214 0.44
H 4.326 -3.012 1.042 0.28
H 3.796 -3.157 -0.633 0.29
H 3.182 -6.334 -0.418 0.41
H 1.775 -5.510 -0.834 0.26
H 1.713 -6.356 0.639 0.37
H 1.490 -1.901 -0.151 0.48
C -3.883 -3.282 2.434 -1.66
C -4.597 -2.173 1.441 1.06
C -5.817 -2.792 0.827 -1.68
C -4.848 -0.934 2.335 -1.18
C -5.052 0.400 1.604 -0.80
C -3.759 0.609 0.803 -1.37
C -3.475 -0.500 -0.225 2.36
C -4.485 -0.266 -1.317 -2.08
C -1.972 -0.247 -0.728 -0.25
N -3.589 -1.784 0.400 1.10
O -3.262 -2.960 -0.409 -0.60
H -3.101 -2.850 3.056 0.22
H -4.743 -3.619 3.013 0.60
H -3.498 -4.188 1.966 0.27
H -6.222 -1.989 0.210 0.35
H -5.497 -3.579 0.145 0.35
H -6.629 -3.080 1.494 0.45
H -5.820 -1.034 2.818 0.36
H -4.072 -0.867 3.098 0.36
H -5.963 0.481 1.011 0.37
H -5.161 1.184 2.354 0.43
H -2.937 0.741 1.507 0.37
H -3.768 1.535 0.227 0.39
H -4.092 0.432 -2.056 0.29
H -5.507 -0.013 -1.036 0.25
H -4.616 -1.240 -1.789 0.54
H -1.882 0.713 -1.236 -0.51
H -1.739 -0.995 -1.485 -0.49
H -1.192 -0.282 0.033 0.24
H -2.309 -3.015 -0.311 0.17
C -2.252 4.110 -2.706 -1.61
C -1.087 4.591 -1.741 1.60
C -1.052 6.159 -1.662 -1.72
C -1.406 3.875 -0.405 -0.61
C -0.258 4.052 0.606 -1.08
C 1.009 3.448 0.065 0.09
C 1.393 3.890 -1.374 1.79
C 2.122 5.292 -1.149 -2.12
C 2.449 2.939 -1.871 -1.57
N 0.159 3.920 -2.273 0.94
O 0.562 4.466 -3.418 -0.59
H -1.898 3.961 -3.726 0.50
H -2.441 3.050 -2.534 -0.08
H -3.126 4.735 -2.526 0.49
H -0.060 6.608 -1.609 0.30
H -1.561 6.664 -2.484 0.44
H -1.407 6.520 -0.697 0.36
H -2.303 4.286 0.058 0.70
H -1.486 2.790 -0.481 -0.64
H -0.192 5.133 0.729 0.36
H -0.453 3.553 1.555 0.48
H 0.816 2.386 -0.088 -0.72
H 1.880 3.598 0.704 0.24
H 3.188 5.294 -0.923 0.43
H 1.603 6.101 -0.635 0.35
H 2.303 5.865 -2.059 0.52
H 3.316 2.799 -1.225 0.11
H 2.858 3.312 -2.810 0.57
H 2.094 1.967 -2.213 0.07
H 0.384 3.677 -3.936 0.41
O 3.734 0.926 0.404 -0.43
H 4.486 1.510 0.304 0.25
H 4.119 0.067 0.579 0.12
O 1.564 -0.140 -0.182 -0.40
H 2.204 0.470 0.184 0.25
H 1.207 0.315 -0.945 -0.10
```

Results
- total energy (a.u.) = -2574.0377
- frontier orbital gap (eV) = 7.84
- SMILES = CC1(C)CCCC(C)(C)N1O.CC1(C)CCCC(C)(C)N1O.CC1(C)CCCC(C)(C)N1O.CC1(C)CCCC(C)(C)N1O.CC1(C)CCCC(C)(C)N1O.O.O
- energy above the lowest of the compared OMol25 structures with the same formula, charge and spin (kJ/mol) = 559.9

# 3
Here is a structure of composition C30H53BCuN10O3S from the OMol25 dataset. Energies are from the ωB97M-V functional and the def2-TZVPD basis.

Structure (XYZ):
```
99
Properties=species:S:1:pos:R:3:mulliken_charge:R:1
Cu -0.848 1.599 -0.189 -0.51
C -0.220 3.428 -2.640 -1.17
C 0.394 2.390 -3.560 0.81
C -0.491 2.201 -4.801 -1.51
C 0.634 1.048 -2.915 -0.85
C 1.204 -0.059 -3.572 -0.74
C 1.179 -1.095 -2.669 0.03
C 1.553 -2.507 -3.045 0.00
C 2.731 -3.129 -2.291 -1.44
C 0.332 -3.431 -3.002 -1.26
N 0.648 -0.610 -1.512 1.20
N 0.297 0.699 -1.684 0.41
B 0.330 -1.355 -0.180 0.97
N -1.230 -1.529 -0.072 0.96
N -1.997 -0.423 -0.299 -0.35
C -3.264 -0.786 -0.147 -0.31
C -3.326 -2.139 0.225 -0.85
C -2.022 -2.589 0.245 -0.20
C -1.702 -4.051 0.497 0.27
C -0.265 -4.424 0.843 -1.25
C -2.202 -4.919 -0.672 -1.41
C -4.469 0.099 -0.343 0.42
C -5.058 0.480 1.023 -1.32
C -4.190 1.346 -1.172 -1.21
N 0.838 -0.565 1.100 1.31
N 0.183 0.595 1.397 0.01
C 0.651 1.043 2.559 -0.33
C 1.645 0.174 3.018 -0.73
C 1.751 -0.833 2.078 -0.19
C 2.750 -1.952 2.300 0.85
C 3.210 -2.740 1.084 -1.35
C 2.281 -2.891 3.423 -1.63
C 0.191 2.299 3.248 0.19
C -1.339 2.338 3.376 -1.14
C 0.746 3.535 2.522 -0.97
H -0.322 4.387 -3.153 0.56
H -1.217 3.114 -2.314 -0.21
H 0.389 3.584 -1.754 0.15
H 1.373 2.749 -3.891 0.33
H -1.478 1.839 -4.495 0.22
H -0.621 3.152 -5.326 0.43
H -0.065 1.476 -5.498 0.40
H 1.569 -0.109 -4.588 0.49
H 1.862 -2.417 -4.087 0.51
H 2.409 -3.532 -1.332 0.07
H 3.157 -3.950 -2.876 0.53
H 3.516 -2.390 -2.114 0.33
H -0.068 -3.461 -1.988 -0.18
H -0.455 -3.062 -3.665 0.45
H 0.601 -4.448 -3.306 0.44
H 0.863 -2.420 -0.211 -0.89
H -4.210 -2.729 0.431 0.55
H -2.313 -4.316 1.361 0.73
H 0.373 -4.437 -0.044 0.15
H 0.158 -3.723 1.557 -0.18
H -0.246 -5.426 1.283 0.50
H -1.665 -4.676 -1.590 0.22
H -2.047 -5.981 -0.452 0.40
H -3.265 -4.752 -0.850 0.42
H -5.202 -0.508 -0.878 0.43
H -4.317 1.047 1.595 0.14
H -5.951 1.102 0.898 0.41
H -5.333 -0.406 1.599 0.41
H -3.461 1.983 -0.679 -0.20
H -3.797 1.087 -2.160 0.36
H -5.112 1.921 -1.302 0.47
H 2.207 0.251 3.942 0.66
H 3.634 -1.438 2.689 0.27
H 2.471 -3.489 0.801 -0.01
H 3.378 -2.078 0.235 0.15
H 4.144 -3.260 1.313 0.47
H 1.395 -3.448 3.120 0.23
H 3.069 -3.612 3.675 0.44
H 2.027 -2.327 4.322 0.41
H 0.615 2.271 4.255 0.31
H -1.796 2.340 2.390 -0.23
H -1.702 1.468 3.933 0.33
H -1.658 3.253 3.883 0.44
H 0.417 3.543 1.484 -0.19
H 0.387 4.454 2.989 0.46
H 1.842 3.542 2.527 0.35
C -3.659 5.078 -0.260 -1.05
S -2.006 4.808 0.348 1.36
O -1.124 5.561 -0.515 -0.74
O -2.026 5.232 1.735 -0.71
O -1.862 3.339 0.214 0.14
H -3.863 6.147 -0.203 0.40
H -4.342 4.512 0.376 0.27
H -3.703 4.724 -1.293 0.22
N 6.116 0.710 1.742 -0.49
C 4.905 1.237 1.379 0.63
N 4.090 1.646 2.377 -0.34
N 4.646 1.363 0.120 -0.82
C 3.541 1.995 -0.287 0.68
N 2.610 2.556 -0.697 -0.50
H 6.202 0.267 2.640 0.23
H 6.626 0.289 0.985 0.25
H 4.245 1.309 3.308 0.34
H 3.126 1.816 2.128 -0.16
```

Results
- total energy (a.u.) = -4011.9924
- frontier orbital gap (eV) = 6.55
- net charge = -1
- energy above the lowest of the compared OMol25 structures with the same formula, charge and spin (kJ/mol) = 61.6